1.
This record from the OMol25 dataset describes a cluster of 2 separate species, C6H8O2 in total in a non-equilibrium geometry. The level of theory is ωB97M-V/def2-TZVPD.

Geometry (Å):
C (1.7217, -0.4969, 0.2539)
C (0.3771, -0.8175, -0.2350)
C (-1.9131, -0.5958, -0.1356)
C (-1.5149, 0.8455, -0.3557)
C (-0.3068, 1.3498, 0.1394)
C (0.6272, 0.3899, 0.6673)
H (3.7321, -0.5427, -0.3290)
H (2.1258, -1.0399, 0.9952)
H (0.4749, -0.3355, -1.1826)
H (-2.6432, -0.7875, -0.9177)
H (-2.4778, -0.7602, 0.8295)
H (-2.2558, 1.3916, -0.8707)
H (-0.1690, 2.4965, 0.0648)
H (0.3792, 0.2345, 1.7193)
O (2.6004, 0.1451, -0.6219)
O (-0.7577, -1.4768, -0.0213)

The total charge is 0. Its HOMO energy is -8.5 eV. Its HOMO-LUMO gap is 8.4 eV. For the relative energy (zero: lowest compared OMol25 entry of this formula, charge and spin), the calculation gives 161.6 kcal per mole.

=====

2.
This record from the OMol25 dataset describes a structure of composition C3H11N3O2 in a non-equilibrium geometry. The level of theory is ωB97M-V/def2-TZVPD.

Geometry (Å):
C (-1.3494, 1.1705, -0.7723)
C (1.0520, -0.0547, -1.8611)
C (0.9202, -0.2047, 1.9147)
N (-0.8296, -0.0249, -0.0851)
N (-0.0419, 0.4121, 1.0139)
N (0.5159, -0.4873, -0.5733)
O (-1.5268, 0.3218, 2.0648)
O (0.6269, -1.9033, -0.5137)
H (-1.6982, -0.6275, 2.1397)
H (-0.3040, -2.1819, -0.4708)
H (-2.3004, 1.4190, -0.3012)
H (-0.7050, 2.0457, -0.6633)
H (-1.4598, 0.9597, -1.8399)
H (1.1481, 1.0307, -1.8591)
H (2.0393, -0.4981, -2.0134)
H (0.6725, -1.2514, 2.1085)
H (1.9383, -0.0868, 1.5302)
H (0.4006, -0.3820, -2.6751)
H (0.9013, 0.3432, 2.8563)

The total charge is 0. Its HOMO energy is -8.7 eV. Its HOMO-LUMO gap is 9.5 eV. For the relative energy (zero: lowest compared OMol25 entry of this formula, charge and spin), the calculation gives 210.7 kcal per mole.